# C8H14

A single C8H14 molecule at a distorted geometry (the ωB97M-V functional and the def2-TZVPD basis, OMol25).

Calculated values
ΔE to the lowest compared entry with this formula, charge and spin (eV): 1.326
HOMO (eV): -9.07
Total charge: 0
SMILES: C=CC(=C)CCCC
LUMO level (eV): 1.126
Calculated total energy (a.u.): -313.16867

Positions of all 22 atoms, in Å:
1 C -2.228 -2.285 0.946
2 C -2.261 -1.032 0.523
3 C -1.285 -0.009 0.937
4 C -1.004 0.198 2.218
5 C -0.681 0.830 -0.170
6 C 0.425 0.099 -0.945
7 C 1.549 1.013 -1.484
8 C 2.922 0.644 -0.932
9 H -2.927 -3.063 0.686
10 H -1.422 -2.609 1.603
11 H -3.061 -0.762 -0.163
12 H -0.281 0.946 2.528
13 H -1.479 -0.372 3.010
14 H -1.506 1.081 -0.853
15 H -0.278 1.753 0.244
16 H 0.011 -0.499 -1.765
17 H 0.869 -0.670 -0.304
18 H 1.325 2.045 -1.216
19 H 1.588 0.961 -2.573
20 H 3.656 1.388 -1.234
21 H 2.885 0.711 0.165
22 H 3.182 -0.368 -1.221

Atom-resolved charges from natural (NBO), all expressed in e:
1 C -0.370
2 C -0.222
3 C -0.017
4 C -0.388
5 C -0.423
6 C -0.400
7 C -0.391
8 C -0.599
9 H 0.199
10 H 0.191
11 H 0.205
12 H 0.194
13 H 0.201
14 H 0.208
15 H 0.207
16 H 0.207
17 H 0.202
18 H 0.192
19 H 0.198
20 H 0.208
21 H 0.198
22 H 0.204



# C5H8Cl2N3

A gas-phase ion, C5H8Cl2N3 (charge +1) at a distorted geometry (the ωB97M-V functional and the def2-TZVPD basis, OMol25).

Calculated values
ΔE to the lowest compared entry with this formula, charge and spin (eV): 0.366
HOMO (eV): -15.10
Total charge: +1
SMILES: CCC1=[NH+]C(Cl)(Cl)NC=N1
LUMO level (eV): -4.753
Calculated total energy (a.u.): -1279.70495

Positions of all 18 atoms, in Å:
1 C -2.184 -1.055 0.670
2 C -1.751 -0.416 -0.635
3 C -0.283 -0.030 -0.569
4 N 0.548 -0.452 0.371
5 C 1.602 0.363 0.765
6 Cl 2.879 -0.624 1.536
7 Cl 1.007 1.674 1.786
8 N 2.167 0.915 -0.437
9 C 1.370 1.188 -1.434
10 N 0.112 0.841 -1.511
11 H -2.094 -0.532 1.587
12 H -1.699 -2.023 1.010
13 H -3.180 -1.337 0.630
14 H -2.064 0.713 -0.660
15 H -1.802 -0.943 -1.507
16 H 0.337 -1.179 1.140
17 H 3.151 1.185 -0.504
18 H 1.882 1.714 -2.238

Atom-resolved charges from natural (NBO), all expressed in e:
1 C -0.653
2 C -0.438
3 C 0.602
4 N -0.605
5 C 0.238
6 Cl 0.074
7 Cl 0.053
8 N -0.555
9 C 0.397
10 N -0.520
11 H 0.232
12 H 0.213
13 H 0.253
14 H 0.279
15 H 0.263
16 H 0.473
17 H 0.462
18 H 0.231



# C12H48N24O12

12 unconnected molecules or ions with the total composition C12H48N24O12 at a distorted geometry (the ωB97M-V functional and the def2-TZVPD basis, OMol25).

Calculated values
ΔE to the lowest compared entry with this formula, charge and spin (eV): 4.150
HOMO (eV): -8.80
Total charge: 0
SMILES: NC(N)=O.NC(N)=O.NC(N)=O.NC(N)=O.NC(N)=O.NC(N)=O.NC(N)=O.NC(N)=O.NC(N)=O.NC(N)=O.NC(N)=O.NC(N)=O
LUMO level (eV): -0.504
Calculated total energy (a.u.): -2703.50849

Positions of all 96 atoms, in Å:
1 N 0.715 -1.497 -3.439
2 C 1.694 -2.183 -4.018
3 N 2.769 -2.236 -3.247
4 O 1.689 -2.680 -5.129
5 H 0.811 -1.337 -2.455
6 H -0.067 -1.248 -4.023
7 H 2.713 -1.984 -2.270
8 H 3.619 -2.141 -3.781
9 N -2.774 5.760 0.014
10 C -2.142 4.952 0.840
11 N -2.935 4.668 1.887
12 O -1.050 4.464 0.677
13 H -3.762 5.925 0.099
14 H -2.324 5.920 -0.881
15 H -2.451 4.054 2.529
16 H -3.828 5.106 2.021
17 N 1.980 5.688 1.055
18 C 2.329 4.606 1.788
19 N 1.593 3.538 1.536
20 O 3.364 4.478 2.465
21 H 2.496 6.487 1.391
22 H 1.171 5.804 0.465
23 H 1.784 2.810 2.202
24 H 0.715 3.523 1.042
25 N -0.196 -0.640 -0.561
26 C -1.064 0.264 -0.101
27 N -0.593 1.508 -0.206
28 O -2.016 -0.021 0.578
29 H 0.677 -0.389 -1.000
30 H -0.276 -1.633 -0.403
31 H 0.285 1.710 -0.662
32 H -1.145 2.199 0.280
33 N -3.335 -1.716 2.729
34 C -3.955 -1.561 3.894
35 N -3.988 -0.285 4.298
36 O -4.499 -2.442 4.539
37 H -3.305 -2.592 2.228
38 H -2.757 -0.969 2.376
39 H -4.455 -0.040 5.154
40 H -3.422 0.447 3.894
41 N 2.061 -5.352 -0.023
42 C 1.094 -5.329 0.873
43 N 0.512 -4.094 0.987
44 O 0.713 -6.315 1.452
45 H 2.658 -6.162 -0.074
46 H 2.436 -4.427 -0.156
47 H 1.029 -3.244 0.820
48 H -0.105 -4.068 1.786
49 N 0.013 0.399 3.581
50 C -0.554 1.650 3.576
51 N 0.381 2.446 4.068
52 O -1.655 2.013 3.205
53 H 0.765 0.217 4.219
54 H -0.562 -0.255 3.068
55 H 0.096 3.413 4.112
56 H 1.350 2.186 4.097
57 N -4.484 -4.497 -1.160
58 C -3.737 -3.571 -0.574
59 N -3.933 -2.384 -1.164
60 O -2.965 -3.749 0.378
61 H -4.649 -5.443 -0.858
62 H -4.584 -4.375 -2.157
63 H -3.462 -1.534 -0.896
64 H -4.673 -2.342 -1.844
65 N 2.430 -1.299 1.658
66 C 2.968 -1.997 0.651
67 N 3.719 -2.961 1.189
68 O 2.734 -1.743 -0.542
69 H 1.949 -0.440 1.435
70 H 2.401 -1.581 2.624
71 H 3.965 -2.817 2.153
72 H 4.334 -3.442 0.550
73 N 3.917 0.602 -2.581
74 C 3.326 1.344 -1.690
75 N 4.160 2.377 -1.341
76 O 2.140 1.176 -1.375
77 H 4.915 0.520 -2.456
78 H 3.454 -0.230 -2.929
79 H 3.731 3.098 -0.782
80 H 5.126 2.459 -1.605
81 N -1.282 -6.068 -2.925
82 C -1.420 -4.768 -3.146
83 N -0.882 -3.922 -2.301
84 O -1.884 -4.332 -4.206
85 H -1.464 -6.694 -3.691
86 H -0.668 -6.345 -2.175
87 H -0.684 -4.142 -1.336
88 H -1.022 -2.978 -2.624
89 N 0.152 4.326 -1.743
90 C -0.226 5.416 -2.381
91 N 0.779 6.227 -2.706
92 O -1.398 5.726 -2.561
93 H 1.102 4.149 -1.460
94 H -0.582 3.782 -1.323
95 H 1.705 5.841 -2.614
96 H 0.697 7.212 -2.890

Atom-resolved charges from Mulliken, all expressed in e:
1 N -0.068
2 C 0.489
3 N -0.460
4 O -0.719
5 H 0.146
6 H 0.248
7 H 0.549
8 H 0.289
9 N -0.363
10 C 0.441
11 N -0.419
12 O -0.462
13 H 0.187
14 H 0.234
15 H 0.201
16 H 0.148
17 N -0.293
18 C 0.400
19 N 0.391
20 O -0.762
21 H 0.219
22 H 0.222
23 H -0.046
24 H 0.030
25 N 0.473
26 C 0.389
27 N 0.053
28 O -0.683
29 H -0.201
30 H -0.325
31 H 0.288
32 H -0.241
33 N -0.094
34 C 0.550
35 N -0.336
36 O -0.718
37 H 0.136
38 H 0.144
39 H 0.189
40 H 0.219
41 N -0.258
42 C 0.529
43 N -0.036
44 O -0.661
45 H 0.254
46 H 0.103
47 H 0.033
48 H 0.159
49 N -0.317
50 C 0.618
51 N -0.535
52 O -0.554
53 H 0.233
54 H 0.116
55 H 0.186
56 H 0.230
57 N -0.479
58 C 0.667
59 N -0.263
60 O -0.662
61 H 0.232
62 H 0.179
63 H 0.129
64 H 0.173
65 N -0.166
66 C -0.271
67 N -0.320
68 O -0.419
69 H 0.069
70 H 0.213
71 H 0.166
72 H 0.317
73 N -0.388
74 C 0.452
75 N -0.431
76 O -0.581
77 H 0.216
78 H 0.221
79 H 0.191
80 H 0.143
81 N -0.363
82 C 0.521
83 N 0.098
84 O -0.740
85 H 0.255
86 H 0.170
87 H 0.049
88 H 0.019
89 N 0.083
90 C 0.650
91 N -0.389
92 O -0.793
93 H -0.040
94 H 0.171
95 H 0.163
96 H 0.211



# C4H9NO

A gas-phase ion, C4H9NO (charge +1) at a distorted geometry (the ωB97M-V functional and the def2-TZVPD basis, OMol25).

Calculated values
ΔE to the lowest compared entry with this formula, charge and spin (eV): 2.024
Spin multiplicity: 2
HOMO (spin up / spin down) (eV): -16.55 / -16.23
Total charge: +1
⟨S²⟩: 0.789
LUMO level (spin up / spin down) (eV): -4.211 / -8.783
Calculated total energy (a.u.): -287.42639

Positions of all 15 atoms, in Å:
1 C -0.596 -1.131 -1.467
2 N -0.444 -0.368 -0.333
3 C 0.415 0.853 -0.430
4 C 1.436 1.269 0.577
5 C -1.169 -0.923 0.926
6 O -0.166 -0.876 -2.642
7 H -1.063 -2.129 -1.240
8 H 0.916 0.845 -1.486
9 H -0.446 1.540 -0.507
10 H 2.520 1.091 0.418
11 H 1.126 0.773 1.526
12 H 1.412 2.328 0.828
13 H -2.219 -1.012 0.754
14 H -1.027 -0.356 1.878
15 H -0.696 -1.902 1.199

Atom-resolved charges from natural (NBO), all expressed in e:
1 C 0.439
2 N -0.066
3 C -0.263
4 C -0.650
5 C -0.463
6 O -0.315
7 H 0.188
8 H 0.283
9 H 0.280
10 H 0.267
11 H 0.223
12 H 0.269
13 H 0.265
14 H 0.271
15 H 0.275



# CH3N4S

A gas-phase ion, CH3N4S (charge -1) at a distorted geometry (the ωB97M-V functional and the def2-TZVPD basis, OMol25).

Calculated values
ΔE to the lowest compared entry with this formula, charge and spin (eV): 0.000
Spin multiplicity: 3
HOMO (spin up / spin down) (eV): -0.80 / -2.65
Total charge: -1
⟨S²⟩: 2.009
LUMO level (spin up / spin down) (eV): 4.129 / 3.647
Calculated total energy (a.u.): -656.97437

Positions of all 9 atoms, in Å:
1 C 0.232 -0.585 0.766
2 N 0.060 1.273 -0.567
3 N -0.130 -1.004 -0.557
4 N 0.121 0.886 0.785
5 N -0.133 0.075 -1.268
6 S -0.318 0.084 -2.894
7 H -0.376 -1.065 1.542
8 H 1.295 -0.852 0.958
9 H -0.749 1.189 1.235

Atom-resolved charges from natural (NBO), all expressed in e:
1 C -0.129
2 N -0.055
3 N -0.327
4 N -0.490
5 N -0.263
6 S -0.422
7 H 0.168
8 H 0.166
9 H 0.352



# C8H14O2S

A single C8H14O2S molecule at a distorted geometry (the ωB97M-V functional and the def2-TZVPD basis, OMol25).

Calculated values
ΔE to the lowest compared entry with this formula, charge and spin (eV): 3.592
HOMO (eV): -9.54
Total charge: 0
SMILES: CC(C)(C)/C=C/[C@@H]1CS1(=O)=O
LUMO level (eV): 0.643
Calculated total energy (a.u.): -861.72855

Positions of all 25 atoms, in Å:
1 C 1.765 -1.430 -0.407
2 C 0.563 -0.456 -0.704
3 C 0.809 0.703 -1.683
4 C -0.624 -1.484 -1.036
5 C 0.237 0.242 0.652
6 C -0.970 0.275 1.177
7 C -1.352 0.836 2.479
8 C -1.393 2.417 2.716
9 S -0.192 1.594 3.632
10 O 1.142 1.749 3.161
11 O -0.505 1.329 5.030
12 H 1.324 -2.147 0.179
13 H 2.556 -0.785 0.185
14 H 2.053 -1.683 -1.449
15 H 1.385 0.373 -2.471
16 H -0.051 0.972 -2.114
17 H 1.347 1.455 -1.143
18 H -0.809 -1.990 -0.178
19 H -0.385 -2.209 -1.860
20 H -1.396 -0.947 -1.467
21 H 1.102 0.655 1.047
22 H -1.834 -0.124 0.476
23 H -2.052 0.171 2.841
24 H -2.357 2.718 3.178
25 H -1.285 3.182 1.900

Atom-resolved charges from natural (NBO), all expressed in e:
1 C -0.596
2 C -0.031
3 C -0.602
4 C -0.616
5 C -0.135
6 C -0.252
7 C -0.480
8 C -0.710
9 S 2.165
10 O -0.906
11 O -0.894
12 H 0.206
13 H 0.202
14 H 0.214
15 H 0.202
16 H 0.207
17 H 0.211
18 H 0.208
19 H 0.208
20 H 0.201
21 H 0.211
22 H 0.218
23 H 0.247
24 H 0.256
25 H 0.267



# C6H15N

A single C6H15N molecule at a distorted geometry (the ωB97M-V functional and the def2-TZVPD basis, OMol25).

Calculated values
ΔE to the lowest compared entry with this formula, charge and spin (eV): 2.679
HOMO (eV): -8.86
Total charge: 0
SMILES: CCCNCCC
LUMO level (eV): 1.179
Calculated total energy (a.u.): -292.27058

Positions of all 22 atoms, in Å:
1 C 0.123 2.630 -1.425
2 C 1.174 2.197 -0.485
3 C 0.872 0.747 0.077
4 N 0.604 -0.353 -0.832
5 C 0.302 -1.570 -0.098
6 C -1.200 -1.572 0.408
7 C -1.318 -2.310 1.704
8 H 0.394 2.324 -2.478
9 H -0.888 2.343 -1.396
10 H 0.145 3.663 -1.416
11 H 2.274 2.257 -0.929
12 H 1.357 2.897 0.347
13 H -0.125 0.833 0.540
14 H 1.648 0.573 0.866
15 H 1.420 -0.386 -1.416
16 H 0.821 -1.625 0.890
17 H 0.220 -2.434 -0.710
18 H -1.656 -0.636 0.281
19 H -1.856 -1.981 -0.310
20 H -1.245 -1.625 2.513
21 H -0.731 -3.133 1.765
22 H -2.333 -2.839 2.102

Atom-resolved charges from natural (NBO), all expressed in e:
1 C -0.628
2 C -0.394
3 C -0.220
4 N -0.629
5 C -0.223
6 C -0.428
7 C -0.616
8 H 0.205
9 H 0.219
10 H 0.206
11 H 0.191
12 H 0.210
13 H 0.182
14 H 0.160
15 H 0.355
16 H 0.169
17 H 0.215
18 H 0.211
19 H 0.198
20 H 0.211
21 H 0.204
22 H 0.201



Copy entry 5 word for word.
# CH3N4S

A gas-phase ion, CH3N4S (charge -1) at a distorted geometry (the ωB97M-V functional and the def2-TZVPD basis, OMol25).

Calculated values
ΔE to the lowest compared entry with this formula, charge and spin (eV): 0.000
Spin multiplicity: 3
HOMO (spin up / spin down) (eV): -0.80 / -2.65
Total charge: -1
⟨S²⟩: 2.009
LUMO level (spin up / spin down) (eV): 4.129 / 3.647
Calculated total energy (a.u.): -656.97437

Positions of all 9 atoms, in Å:
1 C 0.232 -0.585 0.766
2 N 0.060 1.273 -0.567
3 N -0.130 -1.004 -0.557
4 N 0.121 0.886 0.785
5 N -0.133 0.075 -1.268
6 S -0.318 0.084 -2.894
7 H -0.376 -1.065 1.542
8 H 1.295 -0.852 0.958
9 H -0.749 1.189 1.235

Atom-resolved charges from natural (NBO), all expressed in e:
1 C -0.129
2 N -0.055
3 N -0.327
4 N -0.490
5 N -0.263
6 S -0.422
7 H 0.168
8 H 0.166
9 H 0.352



Look up the ΔE to the lowest compared entry with this formula, charge and spin of the second one.
0.366 eV